16
Properties=species:S:1:pos:R:3 method="wB97M-V/def2-TZVPD" relative_energy_ev=6.007 e_tot_ev=-8863.2053 e_lumo_ev="0.1 / 0.1" gap_ev="7.91 / 7.91" fmax_ha_per_bohr=0.0816 e_homo_ev="-7.9 / -7.9"
C -0.3803 1.0359 -0.8068
C 0.5876 -0.0419 -0.6496
C -0.1527 0.4155 0.5352
C 0.4897 -1.4448 -1.3213
C -1.0158 -0.3561 1.5183
N 0.9270 1.8549 1.6774
O 1.8080 2.4279 1.0916
H -0.0732 1.9904 -1.1890
H -1.3431 0.7709 -1.3050
H 1.6189 0.2209 -0.5449
H 1.4994 -1.6775 -1.7267
H -0.2870 -1.3776 -2.1151
H 0.1010 -2.2526 -0.6765
H -1.0851 0.1632 2.5627
H -0.5514 -1.3594 1.6320
H -2.1429 -0.3698 1.3177